# 1
{"formula": "C5H5NO", "method": "ωB97M-V/def2-TZVPD", "relative_energy_ev": 4.862, "charge": 0, "gap_ev": 11.15, "lumo_ev": 0.8, "total_energy_ha": -323.341015, "elements": ["H", "C", "C", "N", "C", "C", "H", "O", "H", "C", "H", "H"], "positions_angstrom": [[0.9558, 1.3141, 1.6328], [-0.9396, 0.3915, -0.3811], [-1.6365, -1.6138, -0.9945], [-2.2720, -0.6021, -1.0458], [1.1533, -0.6586, 0.4298], [0.5678, 0.3655, -0.5141], [-1.4467, 1.2323, -0.8360], [-0.9260, 0.4204, 1.0258], [2.2420, -0.6700, 0.4547], [0.5143, 0.5541, 0.9913], [1.1292, 0.8916, -1.2816], [0.6584, -1.6249, 0.5187]], "atomic_forces_ev_per_a": [[-0.1424, -0.2186, -0.2430], [-0.8991, 0.5458, -0.1290], [-0.2985, 0.5051, -0.0883], [1.7078, -0.4613, 0.7258], [-0.0683, -0.1503, 0.0421], [-0.2374, -0.3173, -0.3148], [0.3562, 0.2859, 0.1858], [0.0269, -0.3531, -0.4131], [-0.2618, 0.0384, 0.0070], [-0.0361, 0.1098, -0.0129], [-0.2336, -0.1783, 0.2079], [0.0862, 0.1939, 0.0325]], "nbo_charge": [0.222, 0.297, 0.235, -0.570, -0.430, -0.310, 0.219, -0.493, 0.236, 0.099, 0.244, 0.249]}

---

# 2
{"formula": "BrClFHN3O", "method": "ωB97M-V/def2-TZVPD", "relative_energy_ev": 1.862, "charge": -1, "multiplicity": 3, "s2": 2.03, "gap_ev": [6.73, 7.13], "lumo_ev": [3.4, 1.9], "total_energy_ha": -3374.018320, "elements": ["H", "N", "O", "N", "Br", "F", "N", "Cl"], "positions_angstrom": [[-1.9575, 0.6028, -0.3082], [2.0728, -0.1390, 0.8883], [-0.7411, -1.7598, -0.0669], [1.1596, -0.8286, 0.4933], [2.7707, 1.2401, -0.1213], [-2.8188, 0.9335, 0.2517], [0.0540, -0.8669, 0.0695], [-0.5396, 0.8179, -1.2064]], "atomic_forces_ev_per_a": [[-2.1333, 1.3629, 1.2393], [1.7972, -0.1198, 2.0705], [-0.1036, -1.6815, 0.6611], [1.3742, -4.3462, 2.5894], [0.6230, 2.3617, -1.6320], [1.3870, -1.0558, -0.8757], [-2.8874, 1.8510, -2.4104], [-0.0571, 1.6276, -1.6422]], "nbo_charge": [0.500, -0.221, -0.354, -0.076, 0.020, -0.676, 0.323, -0.517]}

---

# 3
{"formula": "C5H10CuO3", "method": "ωB97M-V/def2-TZVPD", "relative_energy_ev": 3.037, "charge": -1, "gap_ev": 5.81, "lumo_ev": 3.2, "total_energy_ha": -2062.520305, "elements": ["H", "H", "C", "C", "O", "O", "H", "H", "H", "C", "H", "H", "H", "H", "H", "C", "Cu", "C", "O"], "positions_angstrom": [[0.5317, -2.6441, 2.0723], [-1.4730, 0.0170, -3.6973], [0.5583, -1.7468, 2.7008], [-1.0284, 1.2307, -1.9713], [-0.8288, -1.1887, -2.1122], [-0.9997, 1.1900, -0.5835], [-0.0054, 1.4191, -2.3843], [1.5018, 1.7332, 0.6364], [-1.6738, 2.0564, -2.3606], [0.9101, 1.6515, 1.5520], [1.3759, -1.7334, 3.4363], [0.6876, 2.2698, 2.5494], [1.8081, 0.4841, 3.1259], [-0.4025, -1.6878, 3.2330], [-2.6200, -0.1644, -2.3478], [1.0419, 0.5570, 2.3463], [-0.3062, -0.7810, -0.2213], [-1.5259, -0.0920, -2.5835], [0.7266, -0.6649, 1.8010]], "atomic_forces_ev_per_a": [[0.2860, 0.1066, 0.3839], [0.1482, -0.1938, 0.2203], [0.0403, -0.0240, -0.0581], [0.0538, 0.0015, 0.4724], [0.3082, -0.3420, 0.4975], [0.1017, -0.2194, -0.0870], [-0.0999, -0.0410, -0.0876], [-1.9163, 0.6267, -0.4101], [0.0424, -0.1167, 0.0813], [1.0987, -0.0685, 4.9121], [-0.1478, -0.3866, -0.1622], [1.5158, 1.1256, -3.0246], [-1.4270, 0.3467, 1.1924], [0.1605, 0.2105, -0.1079], [0.2356, 0.0242, -0.0044], [-0.1737, -1.2076, -2.3942], [-0.3629, 0.8506, -0.8565], [-0.2293, 0.2250, 0.1204], [0.3658, -0.9180, -0.6878]], "nbo_charge": [0.205, 0.094, -0.246, -0.066, -0.992, -1.029, 0.085, 0.266, 0.093, -0.448, 0.162, 0.210, 0.182, 0.177, 0.091, 0.061, 0.785, -0.062, -0.568]}

---

# 4
{"formula": "C3H4Br2O", "method": "ωB97M-V/def2-TZVPD", "relative_energy_ev": 3.393, "charge": 0, "gap_ev": 9.49, "lumo_ev": 0.6, "total_energy_ha": -5339.819537, "elements": ["H", "Br", "Br", "O", "H", "H", "H", "C", "C", "C"], "positions_angstrom": [[-1.7337, -0.1167, 1.6744], [-1.9363, 1.5348, -0.1600], [-1.8125, -1.7402, -0.1513], [1.1937, 1.1496, -0.1054], [0.2648, -0.1443, -1.6266], [2.1593, -0.2468, -1.4581], [1.2046, -0.3965, 1.5394], [-1.3698, -0.0684, 0.7122], [0.8528, -0.0464, 0.5364], [1.1771, 0.0748, -0.9609]], "atomic_forces_ev_per_a": [[-0.5105, 0.0725, 2.0442], [0.0423, -0.4829, 0.1407], [-0.1513, 0.3722, 0.0376], [-0.2749, 0.7193, 1.6676], [1.3110, 0.9241, 0.9539], [-1.3375, 0.5174, 1.1333], [0.1718, 0.4504, -1.4200], [4.0119, -0.1641, -2.7122], [-2.7767, 1.0005, -1.4508], [-0.4862, -3.4093, -0.3944]], "nbo_charge": [0.178, 0.071, 0.027, -0.472, 0.198, 0.196, 0.230, -0.453, 0.135, -0.110]}

---

# 5
{"formula": "H4O2", "method": "ωB97M-V/def2-TZVPD", "relative_energy_ev": 0.109, "charge": 0, "gap_ev": 12.06, "lumo_ev": 0.7, "total_energy_ha": -152.870914, "elements": ["O", "H", "H", "O", "H", "H"], "positions_angstrom": [[5.1001, 5.4659, -8.1458], [7.3006, 7.2576, -7.4325], [4.5008, 5.7207, -7.4377], [8.0335, 6.8627, -7.9141], [5.6298, 4.7530, -7.7743], [7.6157, 6.4726, -8.6885]], "atomic_forces_ev_per_a": [[0.0616, 0.0283, 0.0244], [-0.0292, -0.0226, -0.0270], [-0.0267, -0.0113, -0.0218], [0.0521, -0.0197, 0.0004], [-0.0013, 0.0026, 0.0064], [-0.0566, 0.0228, 0.0175]], "nbo_charge": [-0.945, 0.469, 0.471, -0.942, 0.474, 0.473]}

---

# 6
{"formula": "C2H16NO5", "method": "ωB97M-V/def2-TZVPD", "relative_energy_ev": 1.486, "charge": 1, "gap_ev": 10.75, "lumo_ev": -3.9, "total_energy_ha": -516.478694, "elements": ["H", "H", "H", "H", "H", "H", "H", "H", "O", "H", "H", "H", "C", "H", "H", "N", "O", "H", "O", "O", "O", "H", "C", "H"], "positions_angstrom": [[-0.7776, -0.1320, -1.4697], [-0.5339, 1.4136, -2.0494], [3.3127, -1.8041, -0.8010], [-3.2985, -2.0286, -0.8641], [1.4425, 2.5661, 0.7805], [3.4852, -0.7949, -1.8364], [-2.9980, 1.3860, 1.1287], [-0.3832, 0.8940, 2.7256], [2.9061, -0.9650, -1.0793], [-2.5973, -0.1294, 0.5398], [0.0336, 0.4633, 0.5989], [0.8179, -3.3285, 0.0757], [0.0113, 0.6354, -1.5569], [-2.4594, -2.2331, 0.4309], [0.5053, 2.0662, 3.3563], [0.4032, 1.0118, -0.1748], [-2.3400, 0.7480, 0.8624], [1.1157, 2.6984, -1.0096], [0.4760, -2.4236, 0.0973], [-2.5575, -1.6852, -0.3547], [0.4050, 1.4439, 2.6226], [0.7762, -0.0361, -1.9415], [0.9659, 2.1415, -0.0961], [1.2889, -1.9077, 0.0148]], "atomic_forces_ev_per_a": [[-0.0126, 0.2785, 0.4265], [0.7948, 0.7153, -0.6661], [-0.3155, 0.2371, 0.2946], [-0.0449, -0.0915, 0.1421], [-0.6861, -0.3720, 0.3610], [-0.3132, 0.4747, -0.0783], [-0.6540, -0.5396, -0.1388], [-0.0172, 0.4762, 0.5269], [0.7470, -0.7041, -0.1996], [-0.9788, 0.3067, -0.1463], [0.5158, 0.1717, 0.2277], [-0.3554, 0.0493, 0.0462], [-1.7026, -3.1055, 1.4688], [-0.0051, -0.3262, -0.1822], [-0.4154, -0.4891, -0.0361], [-0.6535, 1.1091, -1.7358], [1.8304, 0.3072, 0.2191], [-0.0299, -0.1187, -0.2456], [0.4645, -0.0769, 0.0567], [0.0608, 0.2781, 0.1004], [0.2475, -0.0367, -0.3011], [0.5115, 1.0566, -0.7377], [1.1826, 0.2693, 0.6842], [-0.1708, 0.1306, -0.0864]], "nbo_charge": [0.261, 0.246, 0.480, 0.497, 0.240, 0.489, 0.499, 0.498, -0.964, 0.514, 0.476, 0.480, -0.487, 0.493, 0.500, -0.374, -1.033, 0.202, -0.952, -0.960, -0.991, 0.266, 0.148, 0.472]}

---

Question: Which of these has the highest charge?
Answer: C2H16NO5